This record from OMol25 describes a cluster of 7 separate species, C16H37Cl8NO3 in total. The level of theory is ωB97M-V with the def2-TZVPD basis set.

Geometry as XYZ:
```
65
Properties=species:S:1:pos:R:3:forces:R:3
Cl 3.277 -2.810 -1.519 -0.58 -0.20 -0.14
H 4.405 3.101 3.904 1.36 0.35 0.20
Cl -0.778 0.443 -7.210 -0.33 -0.66 0.63
H -1.024 -0.148 -4.902 -1.00 0.77 -0.19
H -0.892 -2.769 3.777 0.43 0.05 0.37
Cl 1.598 -3.341 2.426 -0.11 0.18 0.12
H -1.254 -0.752 0.487 -0.36 -0.38 -0.28
H 3.431 2.947 1.471 0.35 -0.12 0.24
H 0.627 -2.735 0.079 0.02 0.39 -0.17
H 0.616 -1.517 -5.823 -0.06 -0.13 0.05
H -0.708 2.798 2.543 -0.07 0.00 0.02
H -2.358 -0.905 -5.949 0.14 0.53 0.18
H -0.559 -3.814 1.519 0.27 0.05 -0.08
C 0.008 -4.137 2.392 -0.89 -0.60 0.61
H 5.381 -0.085 -0.391 -0.43 0.35 -0.20
C -4.570 0.789 -3.369 -0.86 0.34 0.64
H -0.815 1.262 -0.989 -0.12 -0.11 0.30
Cl -0.544 -2.721 -4.163 -0.27 0.42 -0.67
H 1.557 4.997 3.683 -0.29 -0.55 0.18
C -0.934 1.966 3.210 -0.94 -0.25 -1.64
Cl -0.312 -4.685 5.064 0.41 -0.11 0.56
C 3.690 -1.095 -1.407 1.73 -0.19 -0.03
Cl 4.030 -1.092 1.195 -0.41 0.05 1.60
C -2.310 1.391 2.793 -0.46 0.26 0.26
H -6.256 1.625 -2.531 0.08 0.00 -0.20
H 1.739 2.901 1.391 -0.49 0.27 0.84
H 2.557 1.503 2.090 0.06 -0.01 -0.32
C 2.566 2.592 2.030 0.56 -1.24 -2.96
H 2.890 -0.431 -1.079 -0.31 -0.38 -0.32
C -4.218 -0.176 -2.249 -0.36 0.38 0.33
O -3.880 0.884 -4.331 2.46 -0.57 -2.27
H 1.340 -0.780 0.771 0.20 -0.12 0.24
H -5.835 2.269 -4.069 0.39 -0.34 0.00
O 3.680 2.512 4.125 -0.84 0.43 -0.89
C 4.798 -1.006 -0.361 0.80 0.59 -0.49
H -1.913 -4.092 3.539 0.17 -0.48 -0.63
H -0.242 1.164 2.954 0.35 -0.01 0.59
H 2.972 5.188 2.748 0.46 -0.25 0.08
H 0.441 0.350 -1.791 0.03 -0.04 -0.10
C 2.585 4.642 3.609 0.29 -0.37 -0.35
H -2.355 0.981 1.783 1.03 0.02 0.01
C -0.534 0.259 -1.312 -0.20 -0.36 -0.37
H 1.775 2.580 3.964 -0.57 0.05 -0.12
H -1.248 -0.062 -2.070 0.07 -0.07 -0.03
H 5.581 -1.764 -0.353 -0.49 -0.38 -0.51
H -3.174 0.028 -2.009 -0.16 -0.15 -0.05
C -0.854 -3.848 3.632 -0.15 0.76 -0.73
H -0.608 -2.536 -6.575 -0.01 -0.23 0.31
H 0.225 -5.203 2.324 -0.16 0.10 -0.09
H -2.656 0.573 3.424 0.08 0.31 0.36
Cl -3.629 2.606 2.654 0.25 0.08 0.48
H 4.081 -0.823 -2.388 -0.18 0.20 0.07
C 0.101 -2.093 -0.628 -1.54 0.17 -1.57
H -4.800 -0.058 -1.335 -0.14 0.09 -0.06
H 3.099 4.889 4.538 0.00 0.17 -0.15
C -0.390 -0.746 -0.177 1.37 1.63 1.25
O 0.643 -0.126 0.681 -0.12 -0.02 0.01
H -4.316 -1.211 -2.578 0.05 0.12 -0.18
N -5.635 1.613 -3.328 -1.59 0.08 1.81
C 2.595 3.066 3.435 -1.00 1.12 3.24
C -0.423 -1.842 -5.755 0.80 -0.56 -0.86
H 0.582 -1.926 -1.591 0.93 -0.24 0.37
C -1.309 -0.630 -5.837 0.70 -0.08 0.57
Cl -0.742 2.622 4.859 -0.14 -0.49 -0.24
H -0.791 -2.580 -1.022 -0.22 -0.63 0.37
```
Forces are in eV/Å.

- LUMO energy (spin up / spin down) (eV) = -3.101 / -9.715
- electronic energy (eV) = -124994.2222
- total charge = +1
- multiplicity = 2
- HOMO-LUMO gap (spin up / spin down) (eV) = 8.4 / 1.8